#A
Here is an isolated molecule of C7H12 from the Open Molecules 2025 dataset. Energies are from ωB97M-V/def2-TZVPD.

Output
SMILES: CC[C@H]1C[C@H]2C[C@@H]12
frontier orbital gap: 10.4 eV
lowest unoccupied orbital energy: 0.0424 hartree

ORCA input file:
```
! RIJCOSX wB97M-V def2-TZVPD def2/J DEFGRID3
* xyz 0 1
C -2.365 0.840 0.147
C -1.027 0.488 -0.428
C -0.103 -0.204 0.607
C 0.643 -1.551 0.294
C 2.004 -0.774 0.162
C 1.655 0.257 -0.954
C 1.237 0.434 0.505
H -2.933 1.391 -0.607
H -2.179 1.451 1.035
H -2.911 -0.055 0.441
H -1.169 -0.119 -1.329
H -0.575 1.436 -0.756
H -0.518 -0.236 1.622
H 0.293 -2.113 -0.578
H 0.614 -2.202 1.177
H 2.929 -1.171 0.581
H 1.733 1.271 -1.359
H 1.016 -0.249 -1.672
H 1.619 1.311 1.028
*
```

---

#B
Here is a cluster of 2 separate species, C7H12 in total from the Open Molecules 2025 dataset. Energies are from ωB97M-V/def2-TZVPD.

Output
frontier orbital gap: 8.6 eV
lowest unoccupied orbital energy: 0.0299 hartree

ORCA input file:
```
! RIJCOSX wB97M-V def2-TZVPD def2/J DEFGRID3
* xyz 0 1
C -3.209 -0.123 0.092
C -0.627 -0.660 -0.081
C 0.015 0.240 -1.084
C 1.130 0.034 -0.035
C 2.386 -0.761 -0.185
C 2.458 0.727 0.024
C 0.080 -0.067 1.092
H -3.982 -0.301 -0.669
H -3.005 0.987 0.038
H -3.669 -0.280 1.081
H -2.318 -1.020 -0.080
H 0.132 -0.173 -2.089
H -0.260 1.300 -1.108
H 2.623 -1.151 -1.171
H 2.674 -1.409 0.639
H 2.726 1.356 -0.819
H 2.778 1.099 0.993
H -0.183 0.944 1.425
H 0.252 -0.740 1.936
*
```

---

Calculated relative energies: #A 0.0000; #B 0.0965, given in hartree

---

#A
Here is an isolated molecule of C7H12 from the Open Molecules 2025 dataset. Energies are from ωB97M-V/def2-TZVPD.

Output
SMILES: CC=C=CCCC
frontier orbital gap: 10.2 eV
lowest unoccupied orbital energy: 0.0394 hartree

ORCA input file:
```
! RIJCOSX wB97M-V def2-TZVPD def2/J DEFGRID3
* xyz 0 1
C -3.195 0.280 0.161
C -1.905 -0.010 -0.597
C -0.759 0.892 -0.117
C 0.480 0.723 -0.974
C 1.484 -0.002 -0.528
C 2.320 -0.880 -0.016
C 3.495 -0.744 0.945
H -3.065 0.081 1.231
H -3.461 1.338 0.049
H -4.034 -0.323 -0.202
H -1.615 -1.062 -0.470
H -2.064 0.135 -1.675
H -0.484 0.625 0.910
H -1.107 1.939 -0.083
H 2.070 -1.906 -0.296
H 0.427 1.110 -2.001
H 3.749 0.295 1.176
H 4.420 -1.234 0.604
H 3.245 -1.258 1.884
*
```

---

#B
Here is an isolated molecule of C7H12 from the Open Molecules 2025 dataset. Energies are from ωB97M-V/def2-TZVPD.

Output
SMILES: C=C(C)C(=C)CC
frontier orbital gap: 10.0 eV
lowest unoccupied orbital energy: 0.0382 hartree

ORCA input file:
```
! RIJCOSX wB97M-V def2-TZVPD def2/J DEFGRID3
* xyz 0 1
C 0.141 -1.973 0.826
C -0.256 -1.446 -0.527
C -0.674 -0.039 -0.193
C -1.961 0.107 -0.232
C 0.141 2.070 0.962
C 0.361 1.031 0.142
C 1.406 1.089 -0.966
H -0.590 -2.630 1.351
H 0.354 -1.301 1.646
H 1.130 -2.511 0.665
H 0.589 -1.386 -1.208
H -0.956 -2.111 -1.118
H -2.579 -0.742 -0.359
H -2.581 1.023 -0.080
H -0.572 2.241 1.673
H 0.757 3.042 0.983
H 1.796 0.188 -1.410
H 1.149 1.763 -1.688
H 2.345 1.584 -0.465
*
```

---

Calculated relative energies: #A 0.0000; #B 0.0407, given in hartree

---

#A
Here is a structure of composition C5H13N3 from the Open Molecules 2025 dataset. Energies are from ωB97M-V/def2-TZVPD.

Output
frontier orbital gap: 9.3 eV
lowest unoccupied orbital energy: 0.0159 hartree

ORCA input file:
```
! RIJCOSX wB97M-V def2-TZVPD def2/J DEFGRID3
* xyz 0 1
C 2.517 -0.468 -0.461
C 1.179 0.169 0.023
C 0.785 1.639 -0.516
C 1.145 -0.181 1.613
C -1.029 -0.785 -0.580
H 3.335 0.549 -0.601
H 2.221 -1.192 -1.673
H 3.229 -1.436 0.272
H -0.240 1.869 -0.304
H 1.207 2.687 -0.174
H 0.708 1.504 -1.589
H 0.149 -0.008 2.140
H 1.429 -1.325 1.580
H 1.788 0.544 2.206
H -1.561 -1.229 -1.480
H -1.398 0.074 1.525
H -3.295 0.996 -0.681
H -3.624 -1.018 -0.391
N 0.278 -0.788 -0.707
N -1.662 0.029 0.301
N -3.120 0.150 0.220
*
```

---

#B
Here is an isolated molecule of C5H13N3 from the Open Molecules 2025 dataset. Energies are from ωB97M-V/def2-TZVPD.

Output
frontier orbital gap: 7.4 eV
lowest unoccupied orbital energy: 0.0327 hartree

ORCA input file:
```
! RIJCOSX wB97M-V def2-TZVPD def2/J DEFGRID3
* xyz 0 1
C -1.335 -1.421 -0.461
N -0.391 -0.327 -0.773
C 1.311 -0.639 -0.547
C 1.631 -1.544 0.418
H -0.462 -0.111 -1.768
H 1.750 -0.773 -1.529
H -1.252 -1.679 0.591
H -1.072 -2.296 -1.053
H -2.346 -1.089 -0.698
H 1.184 -1.522 1.403
H 2.463 -2.215 0.255
C -0.824 1.021 1.358
C -0.702 0.983 -0.141
N 1.556 1.086 -0.271
N -1.203 1.820 -0.972
H 2.079 1.220 0.588
H 1.652 1.689 -1.088
H -1.467 2.687 -0.507
H -0.727 2.053 1.695
H -0.046 0.428 1.835
H -1.799 0.629 1.664
*
```

---

#C
Here is a cluster of 2 separate species, C5H13N3 in total from the Open Molecules 2025 dataset. Energies are from ωB97M-V/def2-TZVPD.

Output
SMILES: C/C=C/N.C/N=C/N
frontier orbital gap: 8.5 eV
lowest unoccupied orbital energy: 0.0322 hartree

ORCA input file:
```
! RIJCOSX wB97M-V def2-TZVPD def2/J DEFGRID3
* xyz 0 1
C -1.098 2.169 0.666
N -0.326 -0.726 2.522
C -0.637 0.023 1.425
N -0.173 1.231 1.293
H 0.505 -0.405 3.006
H -0.365 -1.731 2.411
H -1.483 -0.400 0.857
H -1.940 1.691 0.148
H -0.542 2.771 -0.061
H -1.503 2.869 1.406
C -0.393 0.007 -2.390
N 2.081 -1.604 -0.023
C 0.912 -1.293 -0.689
C 0.756 -0.194 -1.461
H 2.572 -0.776 0.306
H 1.964 -2.289 0.716
H 0.239 -2.140 -0.800
H 1.496 0.599 -1.421
H -0.069 -0.138 -3.426
H -0.782 1.024 -2.296
H -1.213 -0.689 -2.188
*
```

---

#D
Here is a structure of composition C5H13N3 from the Open Molecules 2025 dataset. Energies are from ωB97M-V/def2-TZVPD.

Output
frontier orbital gap: 9.6 eV
lowest unoccupied orbital energy: 0.0285 hartree

ORCA input file:
```
! RIJCOSX wB97M-V def2-TZVPD def2/J DEFGRID3
* xyz 0 1
C -1.011 1.416 -1.417
C -0.722 -1.937 -0.183
N 0.113 -0.808 -0.537
H 0.786 -1.046 -1.253
H -0.913 -2.540 -1.071
H -0.088 1.878 -1.739
H -1.246 0.504 -1.950
H -1.849 2.101 -1.479
H -0.258 -2.534 0.620
H -1.682 -1.595 0.213
C 2.286 -0.043 0.361
C 0.790 -0.117 0.581
C -1.039 1.456 0.525
N 0.214 1.170 0.940
N 0.415 -0.320 1.932
H -0.557 -0.616 2.034
H 2.509 0.434 -0.595
H 2.729 0.545 1.161
H 2.709 -1.048 0.388
H -1.798 0.667 0.604
H -1.389 2.433 0.867
*
```

---

Calculated relative energies: #A 0.2884; #B 0.1064; #C 0.0000; #D 0.1137, given in hartree

---

#A
Here is a cluster of 7 separate species, H14O7 in total from the Open Molecules 2025 dataset. Energies are from ωB97M-V/def2-TZVPD.

Output
SMILES: O.O.O.O.O.O.O
frontier orbital gap: 9.8 eV
lowest unoccupied orbital energy: -0.0177 hartree

ORCA input file:
```
! RIJCOSX wB97M-V def2-TZVPD def2/J DEFGRID3
* xyz 0 1
O -0.600 0.242 0.184
H -0.638 -0.698 0.444
H 0.091 0.290 -0.481
O 2.502 0.478 -0.108
H 2.812 -0.391 -0.395
H 3.219 0.822 0.440
O -1.976 1.995 1.992
H -1.481 1.280 1.551
H -2.533 2.359 1.298
O 0.003 -2.447 1.084
H 0.400 -3.056 0.446
H 0.733 -2.158 1.648
O -1.501 1.677 -3.025
H -1.086 2.520 -2.804
H -0.766 1.095 -3.240
O -2.528 -3.776 1.740
H -1.671 -3.371 1.524
H -2.314 -4.538 2.287
O 2.217 2.769 -1.771
H 2.345 1.810 -1.754
H 2.773 3.097 -1.059
*
```

---

#B
Here is a cluster of 7 separate species, H14O7 in total from the Open Molecules 2025 dataset. Energies are from ωB97M-V/def2-TZVPD.

Output
SMILES: O.O.O.O.O.O.O
frontier orbital gap: 9.5 eV
lowest unoccupied orbital energy: -0.0274 hartree

ORCA input file:
```
! RIJCOSX wB97M-V def2-TZVPD def2/J DEFGRID3
* xyz 0 1
O -2.008 1.009 1.571
H -1.551 1.241 2.372
H -1.374 1.079 0.891
O -0.469 -0.189 -0.595
H 0.407 0.120 -0.661
H -0.407 -1.064 -0.208
O -2.904 0.717 -1.463
H -3.406 0.006 -1.039
H -1.964 0.531 -1.325
O 2.116 0.378 -0.838
H 2.430 -0.496 -0.679
H 2.776 0.880 -0.299
O -1.511 -1.481 2.492
H -1.639 -0.622 2.025
H -0.788 -1.866 1.974
O 2.431 2.776 -2.323
H 2.309 1.830 -2.056
H 3.343 2.936 -2.378
O 0.445 -2.350 0.677
H 0.395 -3.279 0.997
H 1.369 -2.154 0.863
*
```

---

Calculated relative energies: #A 0.0000; #B 0.0049, given in hartree

---

#A
Here is a cluster of 7 separate species, H14O7 in total from the Open Molecules 2025 dataset. Energies are from ωB97M-V/def2-TZVPD.

Output
SMILES: O.O.O.O.O.O.O
frontier orbital gap: 11.0 eV
lowest unoccupied orbital energy: 0.0149 hartree

ORCA input file:
```
! RIJCOSX wB97M-V def2-TZVPD def2/J DEFGRID3
* xyz 0 1
H -3.044 0.876 -0.346
H -1.617 0.838 0.044
H 0.633 1.614 -2.696
H 1.415 1.034 -1.476
H -1.538 -0.706 -1.142
H -0.007 -0.946 -1.668
H -1.542 -2.224 1.494
H -0.950 -2.409 0.041
H 0.153 0.987 0.909
H -0.070 1.951 -0.194
H 2.629 0.141 0.707
H 2.804 1.615 0.474
H 0.842 -1.113 2.479
H 0.336 -1.183 1.075
O -2.346 0.277 -0.222
O 0.558 1.223 -1.794
O -0.728 -1.295 -1.100
O -0.795 -2.565 1.020
O -0.345 1.746 0.731
O 2.633 0.824 0.019
O 0.980 -0.683 1.644
*
```

---

#B
Here is a cluster of 7 separate species, H14O7 in total from the Open Molecules 2025 dataset. Energies are from ωB97M-V/def2-TZVPD.

Output
SMILES: O.O.O.O.O.O.O
frontier orbital gap: 9.6 eV
lowest unoccupied orbital energy: -0.0087 hartree

ORCA input file:
```
! RIJCOSX wB97M-V def2-TZVPD def2/J DEFGRID3
* xyz 0 1
O -0.961 2.550 1.695
H -1.027 1.898 0.997
H -1.718 3.120 1.563
O -2.921 1.374 -0.804
H -3.526 1.161 -1.514
H -3.266 0.905 -0.044
O -0.539 -1.761 1.670
H -1.002 -1.894 2.498
H -0.787 -2.514 1.133
O 1.436 2.170 -2.118
H 0.694 2.190 -2.722
H 1.178 1.543 -1.442
O -0.148 0.198 -0.428
H -0.999 0.064 -0.846
H -0.183 -0.338 0.365
O 2.130 -2.535 0.620
H 2.912 -3.016 0.892
H 1.569 -2.530 1.397
O 2.650 -0.926 -1.252
H 2.488 -1.452 -0.468
H 2.021 -0.208 -1.193
*
```

---

Calculated relative energies: #A 0.0000; #B 0.0220, given in hartree

---

#A
Here is a cluster of 7 separate species, H14O7 in total from the Open Molecules 2025 dataset. Energies are from ωB97M-V/def2-TZVPD.

Output
SMILES: O.O.O.O.O.O.O
frontier orbital gap: 11.6 eV
lowest unoccupied orbital energy: 0.0084 hartree

ORCA input file:
```
! RIJCOSX wB97M-V def2-TZVPD def2/J DEFGRID3
* xyz 0 1
O -1.175 0.287 0.100
H -0.354 0.304 -0.393
H -1.184 1.115 0.580
O 1.221 -0.018 -5.031
H 1.443 -0.894 -5.347
H 0.279 -0.053 -4.867
O 0.287 3.123 3.575
H 1.111 2.995 4.046
H -0.380 2.754 4.154
O -4.573 -2.316 -0.171
H -3.723 -1.876 -0.200
H -4.417 -3.166 -0.583
O 1.998 -2.654 2.152
H 1.288 -2.225 2.630
H 2.144 -3.474 2.624
O -1.130 5.708 0.270
H -0.806 6.537 0.622
H -0.870 5.054 0.918
O 2.676 -3.843 -1.954
H 3.617 -3.733 -2.095
H 2.545 -3.625 -1.031
*
```

---

#B
Here is a cluster of 7 separate species, H14O7 in total from the Open Molecules 2025 dataset. Energies are from ωB97M-V/def2-TZVPD.

Output
SMILES: O.O.O.O.O.O.O
frontier orbital gap: 11.1 eV
lowest unoccupied orbital energy: 0.0215 hartree

ORCA input file:
```
! RIJCOSX wB97M-V def2-TZVPD def2/J DEFGRID3
* xyz 0 1
O 6.158 -4.390 3.797
H 7.042 -4.107 4.386
H 5.728 -4.917 4.458
O 4.987 -5.076 1.399
H 4.991 -4.766 2.296
H 4.102 -5.468 1.222
O 8.602 -4.224 4.703
H 8.848 -3.286 4.884
H 8.998 -4.649 3.895
O 9.355 -6.387 -0.959
H 8.566 -5.902 -0.655
H 9.713 -6.252 -1.824
O 9.526 -5.398 2.548
H 8.793 -5.582 1.922
H 10.250 -6.002 2.201
O 11.311 -6.695 0.921
H 10.755 -6.731 0.040
H 11.951 -6.049 0.751
O 7.691 -5.013 0.814
H 7.549 -4.102 0.611
H 6.764 -5.356 0.890
*
```

---

Calculated relative energies: #A 0.0290; #B 0.0000, given in hartree